C3H9NS | ωB97M-V/def2-TZVPD

The geometry in XYZ format:
```
14
Properties=species:S:1:pos:R:3:lowdin_charge:R:1
C -2.721 -0.310 -1.493 -0.153
N -2.400 -1.521 -1.672 0.013
H -3.354 -0.098 -0.635 0.061
H -2.352 0.453 -2.171 0.066
H -1.851 -1.641 -2.520 0.034
C 2.614 0.094 0.336 -0.399
S 1.108 1.048 0.770 0.711
C -0.059 -0.285 1.149 -0.427
H 3.105 -0.186 1.213 0.002
H 3.232 0.816 -0.181 0.023
H 2.276 -0.762 -0.223 0.025
H -0.377 -0.257 2.186 0.027
H -0.929 -0.156 0.502 -0.016
H 0.332 -1.239 0.790 0.036
```

Output
ΔE to the lowest compared entry with this formula, charge and spin   31.52 kcal per mole
Orbital gap   9.43 eV
HOMO   -8.42 eV
Net charge   0
Lowest unoccupied orbital energy   1.0005 eV

=====

C3H9NS | ωB97M-V/def2-TZVPD

The geometry in XYZ format:
```
14
Properties=species:S:1:pos:R:3:lowdin_charge:R:1
C 0.941 -1.494 0.261 -0.041
C 0.000 -1.217 1.187 -0.324
N 0.289 -0.853 2.491 0.042
H 0.847 -2.298 -0.457 0.041
H 1.950 -1.130 0.447 0.043
H -1.013 -1.056 0.836 0.081
H 1.110 -0.265 2.574 0.090
H -0.443 -0.528 3.100 0.078
C -0.371 1.538 -2.212 -0.441
S -1.205 2.040 -0.635 0.605
H -0.368 2.450 -2.796 0.014
H -1.027 0.822 -2.680 0.018
H 0.614 1.195 -1.954 0.011
H -1.322 0.797 -0.163 -0.215
```

Output
ΔE to the lowest compared entry with this formula, charge and spin   39.64 kcal per mole
Orbital gap   9.07 eV
HOMO   -8.20 eV
Net charge   0
Lowest unoccupied orbital energy   0.8692 eV

=====

C3H9NS | ωB97M-V/def2-TZVPD

The geometry in XYZ format:
```
14
Properties=species:S:1:pos:R:3:lowdin_charge:R:1
N 0.098 -2.173 -1.924 -0.008
C 0.234 -0.790 -1.625 -0.311
C 0.215 -0.493 -0.103 -0.296
C 0.416 0.962 0.233 -0.579
S -0.369 1.439 1.822 0.667
H 0.859 -2.811 -2.024 0.063
H -0.774 -2.626 -1.722 0.067
H 1.164 -0.402 -2.036 0.116
H -0.557 -0.217 -2.059 0.098
H -0.649 -1.040 0.286 0.099
H 1.014 -1.076 0.354 0.102
H -0.072 1.593 -0.524 0.065
H 1.419 1.382 0.216 0.070
H -1.635 1.282 1.420 -0.152
```

Output
ΔE to the lowest compared entry with this formula, charge and spin   12.92 kcal per mole
Orbital gap   9.65 eV
HOMO   -8.61 eV
Net charge   0
Lowest unoccupied orbital energy   1.0402 eV

=====

C3H9NS | ωB97M-V/def2-TZVPD

The geometry in XYZ format:
```
14
Properties=species:S:1:pos:R:3:lowdin_charge:R:1
C 0.798 2.058 2.728 -0.142
N -0.374 1.820 2.266 -0.029
H 1.342 2.917 2.292 0.063
H 1.367 1.355 3.367 0.071
H -0.944 1.582 3.092 0.046
C -0.373 -0.364 -2.667 -0.322
S -0.028 -2.055 -2.184 1.115
C -0.111 -1.761 -0.306 -0.220
H 0.620 0.075 -2.513 0.078
H -1.285 0.034 -2.211 0.085
H -0.588 -0.324 -3.738 0.062
H 0.340 -2.690 0.058 0.051
H 0.420 -0.826 -0.106 0.066
H -1.185 -1.821 -0.079 0.076
```

Output
ΔE to the lowest compared entry with this formula, charge and spin   50.59 kcal per mole
Orbital gap (alpha / beta)   8.17 / 3.52 eV
Multiplicity   2
Expectation value of S²   0.753
HOMO (alpha / beta)   -12.02 / -12.02 eV
Net charge   +1
Lowest unoccupied orbital energy (alpha / beta)   -3.8516 / -8.5026 eV

=====

C3H9NS2 | ωB97M-V/def2-TZVPD

The geometry in XYZ format:
```
15
Properties=species:S:1:pos:R:3:lowdin_charge:R:1
S 2.490 -0.776 0.989 -0.115
S 0.530 -0.870 0.182 0.159
C 0.364 0.837 -0.462 -0.645
C -0.991 1.146 -1.103 -0.295
C -2.139 0.924 -0.106 -0.380
N -3.279 0.349 -0.662 -0.040
H 3.166 -1.754 0.402 -0.306
H 1.157 1.074 -1.204 0.064
H 0.654 1.480 0.363 0.045
H -1.022 0.563 -2.076 0.117
H -0.942 2.185 -1.422 0.079
H -2.448 1.889 0.424 0.118
H -1.576 0.379 0.659 0.051
H -3.957 1.050 -1.006 0.072
H -3.813 -0.421 -0.221 0.076
```

Output
ΔE to the lowest compared entry with this formula, charge and spin   35.59 kcal per mole
Orbital gap (alpha / beta)   3.28 / 7.21 eV
Multiplicity   2
Expectation value of S²   0.753
HOMO (alpha / beta)   0.34 / -3.71 eV
Net charge   -1
Lowest unoccupied orbital energy (alpha / beta)   3.6170 / 3.4976 eV

=====

C3H9NS2 | ωB97M-V/def2-TZVPD

The geometry in XYZ format:
```
15
Properties=species:S:1:pos:R:3:lowdin_charge:R:1
C 0.979 -0.839 -1.432 -0.005
C 0.599 -0.935 -0.170 -0.205
C -0.833 -0.809 0.274 -0.329
N -1.429 -2.157 0.460 -0.012
H 2.015 -0.976 -1.703 0.050
H 0.246 -0.634 -2.207 0.063
H 1.308 -1.123 0.629 0.096
H -0.876 -0.219 1.196 0.082
H -1.434 -0.284 -0.466 0.097
H -2.413 -2.031 0.678 0.057
H -1.029 -2.570 1.297 0.060
S -0.342 2.742 0.236 0.224
S 1.068 4.090 0.897 0.226
H 0.143 2.532 -0.998 -0.197
H 1.996 3.212 1.309 -0.208
```

Output
ΔE to the lowest compared entry with this formula, charge and spin   27.26 kcal per mole
Orbital gap   9.81 eV
HOMO   -9.42 eV
Net charge   0
Lowest unoccupied orbital energy   0.3886 eV

=====

C3H9NS2 | ωB97M-V/def2-TZVPD

The geometry in XYZ format:
```
15
Properties=species:S:1:pos:R:3:lowdin_charge:R:1
C -2.468 -0.013 -1.037 -0.471
S -1.903 0.567 0.599 0.396
S -0.657 -0.728 1.590 0.472
C 0.561 -1.092 0.421 -0.630
C 1.273 0.359 -0.028 -0.376
N 2.068 0.752 1.121 -0.044
H -2.085 -1.057 -1.281 0.040
H -2.085 0.609 -1.995 0.084
H -3.567 0.013 -0.789 0.016
H 1.533 -1.684 0.827 0.121
H 0.258 -1.780 -0.420 0.058
H 1.937 0.258 -0.961 0.104
H 0.500 1.223 -0.481 0.113
H 2.999 1.048 0.857 0.065
H 1.636 1.525 1.578 0.052
```

Output
ΔE to the lowest compared entry with this formula, charge and spin   46.13 kcal per mole
Orbital gap   8.76 eV
HOMO   -7.96 eV
Net charge   0
Lowest unoccupied orbital energy   0.8010 eV

=====

C3H9NSi | ωB97M-V/def2-TZVPD

The geometry in XYZ format:
```
14
Properties=species:S:1:pos:R:3:lowdin_charge:R:1
C 2.274 -0.387 0.243 -0.097
C 1.248 -0.571 -0.576 -0.284
Si -0.494 0.312 -0.618 0.507
C -1.684 -0.926 0.398 -0.210
N -0.617 1.872 0.112 -0.111
H 3.210 -0.789 0.166 0.009
H 2.195 0.208 1.142 0.044
H 1.404 -1.455 -1.300 0.073
H -0.562 0.448 -2.175 -0.030
H -1.057 -0.919 1.355 0.034
H -2.626 -0.585 0.666 -0.042
H -1.818 -2.044 0.108 0.053
H -1.498 2.273 0.565 0.075
H 0.025 2.561 -0.085 -0.022
```

Output
ΔE to the lowest compared entry with this formula, charge and spin   6.86 kcal per mole
Orbital gap   10.48 eV
HOMO   -9.54 eV
Net charge   0
Lowest unoccupied orbital energy   0.9427 eV